Molecular formula: C9H4ClInNO4
Method: DFT, wB97M-V/def2-TZVPD

```
! wB97M-V def2-TZVPD RIJCOSX def2/J DEFGRID3
* xyz 3 1
O -1.4672 2.7298 0.0925
C -0.9220 1.6982 0.0676
In 0.1591 0.0813 0.0421
O -0.9056 -0.3838 -2.9310
C -0.5701 -0.2434 -1.8303
C -1.1058 -0.6446 1.4509
O -1.7725 -1.0298 2.3134
C 0.9222 -1.7001 -0.0550
O 1.4585 -2.7249 -0.0957
Cl 5.5511 0.9240 0.6395
C 4.0798 1.5883 0.0725
C 4.0375 2.8525 -0.5112
C 2.8296 3.3513 -0.9796
C 1.6740 2.5762 -0.8649
N 1.7704 1.4147 -0.2910
C 2.8775 0.8601 0.1838
H 4.9450 3.4334 -0.5991
H 2.7871 4.3427 -1.4387
H 0.7338 3.0053 -1.2635
H 2.9136 -0.1293 0.6469
*
```

## Properties
HOMO = -20.1 eV

Mulliken charges, unit e, in atom order:
1. O -0.07
2. C 0.29
3. In 1.57
4. O 0.02
5. C 0.03
6. C 0.29
7. O 0.00
8. C 0.31
9. O -0.03
10. Cl -0.07
11. C -0.20
12. C -0.06
13. C -0.85
14. C 0.36
15. N -0.29
16. C 0.04
17. H 0.51
18. H 0.43
19. H 0.38
20. H 0.34


Molecular formula: C9H50N18O16
Method: DFT, wB97M-V/def2-TZVPD

```
! wB97M-V def2-TZVPD RIJCOSX def2/J DEFGRID3
* xyz 0 1
O -24.1466 -8.3394 20.9258
H -24.1731 -8.6447 20.0190
H -24.0403 -7.3906 20.8566
O -30.8570 -11.5012 17.3876
H -30.5385 -10.7915 16.8299
H -30.8135 -11.1465 18.2756
O -23.1418 -9.7100 17.6543
H -23.2583 -9.3870 16.7608
H -22.2947 -10.1554 17.6398
O -31.0258 -5.6843 16.3047
H -30.1536 -5.9013 15.9754
H -31.4462 -6.5323 16.4475
O -25.8930 -11.4903 19.1073
H -25.0804 -11.1124 18.7711
H -25.6074 -12.1530 19.7361
O -22.4164 -8.0587 14.3384
H -21.6928 -7.8314 14.9224
H -22.3163 -7.4686 13.5914
O -24.2885 -9.8706 11.7712
H -24.3344 -10.6816 12.2776
H -23.4575 -9.4725 12.0305
C -26.0215 -4.3643 15.8135
O -26.5254 -4.3081 14.6939
N -25.5812 -5.4599 16.2751
N -25.9264 -3.3726 16.5882
H -25.4912 -5.6880 17.2549
H -25.5504 -6.2553 15.6534
H -26.0970 -2.4876 16.1323
H -25.5190 -3.4475 17.5093
C -27.9713 -12.2540 7.4369
O -27.5462 -11.8494 6.4029
N -27.7101 -11.9001 8.6270
N -28.8557 -13.2065 7.4809
H -27.0343 -11.1891 8.8674
H -28.3821 -12.1412 9.3414
H -29.2741 -13.5285 8.3419
H -29.0788 -13.5674 6.5643
C -27.9398 -9.3716 14.9450
O -28.7696 -8.9053 15.6453
N -27.9566 -9.6630 13.6874
N -26.7724 -9.6792 15.4157
H -28.7476 -9.4606 13.0929
H -27.1212 -9.8550 13.1532
H -25.9436 -10.0490 14.9726
H -26.7835 -9.5893 16.4216
C -28.7224 -8.9713 22.3366
O -29.5684 -8.7092 23.1472
N -27.5261 -9.3307 22.6898
N -28.9176 -8.9464 21.0745
H -26.8960 -9.6477 21.9668
H -27.1653 -9.2925 23.6324
H -29.8460 -9.0262 20.6850
H -28.1642 -9.2527 20.4755
C -30.8496 -14.4674 12.6043
O -30.7785 -14.1936 11.4303
N -31.0349 -15.6518 13.0955
N -30.8427 -13.5452 13.4645
H -30.8636 -15.6884 14.0902
H -30.9263 -16.5091 12.5726
H -30.7991 -12.6199 13.0620
H -31.1003 -13.6490 14.4355
C -32.8238 -9.6436 10.3292
O -31.8120 -9.6063 11.0463
N -33.2036 -10.8059 9.8497
N -33.5369 -8.6044 10.0395
H -34.0739 -10.7873 9.3374
H -32.6510 -11.6189 10.0816
H -34.3001 -8.7253 9.3891
H -33.3561 -7.8598 10.6975
C -30.5499 -4.4881 11.8552
O -31.6572 -4.4920 11.2783
N -29.7950 -5.4862 11.9549
N -30.0716 -3.3644 12.3817
H -28.9410 -5.3758 12.4828
H -30.4755 -6.2156 12.1134
H -29.2252 -3.4168 12.9302
H -30.5916 -2.5163 12.2070
C -25.5313 -7.4551 7.6520
O -24.8568 -8.1726 6.9815
N -25.8061 -6.3644 7.0739
N -26.1341 -7.6709 8.8571
H -25.3828 -6.1494 6.1824
H -26.3474 -5.6999 7.6082
H -26.5368 -6.9147 9.3919
H -25.4518 -8.1511 9.4264
C -25.5558 -14.2796 14.7250
O -25.3001 -13.4815 13.8635
N -25.0345 -15.4483 14.9763
N -26.3919 -13.9965 15.5685
H -24.3936 -15.6171 14.2142
H -25.5415 -16.0831 15.5764
H -26.6913 -14.5503 16.3583
H -26.8673 -13.1109 15.4692
*
```

## Properties
HOMO = -9.0 eV
Relative energy (zero: lowest compared OMol25 entry of this formula, charge and spin) = 624.5 kJ/mol

Mulliken charges, unit e, in atom order:
1. O -0.61
2. H 0.30
3. H 0.30
4. O -0.63
5. H 0.34
6. H 0.28
7. O -0.60
8. H 0.31
9. H 0.30
10. O -0.62
11. H 0.30
12. H 0.32
13. O -0.61
14. H 0.32
15. H 0.28
16. O -0.58
17. H 0.29
18. H 0.30
19. O -0.58
20. H 0.31
21. H 0.27
22. C 0.68
23. O -0.71
24. N -0.33
25. N -0.38
26. H 0.17
27. H 0.17
28. H 0.24
29. H 0.16
30. C 0.66
31. O -0.66
32. N -0.30
33. N -0.39
34. H 0.19
35. H 0.14
36. H 0.16
37. H 0.19
38. C 0.73
39. O -0.72
40. N -0.27
41. N -0.25
42. H 0.20
43. H 0.08
44. H 0.09
45. H 0.11
46. C 0.66
47. O -0.67
48. N -0.32
49. N -0.32
50. H 0.12
51. H 0.20
52. H 0.20
53. H 0.14
54. C 0.66
55. O -0.68
56. N -0.41
57. N -0.35
58. H 0.17
59. H 0.24
60. H 0.20
61. H 0.17
62. C 0.73
63. O -0.69
64. N -0.40
65. N -0.40
66. H 0.14
67. H 0.22
68. H 0.17
69. H 0.23
70. C 0.67
71. O -0.72
72. N -0.31
73. N -0.39
74. H 0.22
75. H 0.17
76. H 0.16
77. H 0.20
78. C 0.65
79. O -0.64
80. N -0.37
81. N -0.44
82. H 0.22
83. H 0.15
84. H 0.23
85. H 0.20
86. C 0.67
87. O -0.68
88. N -0.46
89. N -0.31
90. H 0.27
91. H 0.20
92. H 0.15
93. H 0.16


Molecular formula: C9H5F8N3NiO5S3Se
Method: DFT, wB97M-V/def2-TZVPD

```
! wB97M-V def2-TZVPD RIJCOSX def2/J DEFGRID3
* xyz -2 1
Ni 0.5351 1.0099 -2.0276
O -0.7037 -0.0143 -0.9830
N -1.6343 0.6283 -0.2917
C -2.7605 -0.0687 -0.0453
C -3.7813 0.4438 0.7031
C -3.6284 1.7353 1.2216
C -2.4812 2.4327 0.9607
C -1.4267 1.9002 0.1780
S -0.0092 2.7538 -0.1795
H -2.7494 -1.0593 -0.4736
H -4.6580 -0.1578 0.8927
H -4.4074 2.1809 1.8289
H -2.3287 3.4308 1.3450
F 3.9709 -0.0447 1.3982
C 3.7155 -1.2265 0.8387
F 4.6378 -1.4507 -0.1052
F 3.8574 -2.1712 1.7785
S 2.0308 -1.2876 0.0887
O 2.0683 -0.1675 -0.8138
O 1.9222 -2.6048 -0.4648
N 1.1979 -0.9981 1.3882
S -0.0714 -1.7584 1.8969
O -0.7153 -2.6431 0.9716
O -0.8829 -0.8829 2.6911
C 0.6584 -2.8981 3.1548
F 1.5321 -3.7448 2.6031
F -0.3071 -3.6350 3.7353
F 1.2895 -2.2280 4.1275
Se 4.1948 2.6280 -4.8190
C 2.8588 2.0179 -3.7786
N 1.9999 1.6242 -3.1086
F -2.0378 1.1578 -3.1373
C -0.7014 1.4309 -3.4359
F -0.6922 2.7757 -3.7701
H -0.4924 0.8910 -4.3684
*
```

## Properties
HOMO (alpha / beta) = -2.2 / -1.8 eV
Relative energy (zero: lowest compared OMol25 entry of this formula, charge and spin) = 26.1 kJ/mol

natural (NBO) charges, unit e, in atom order:
1. Ni 1.03
2. O -0.65
3. N 0.00
4. C 0.05
5. C -0.30
6. C -0.19
7. C -0.25
8. C 0.04
9. S -0.33
10. H 0.24
11. H 0.21
12. H 0.20
13. H 0.22
14. F -0.31
15. C 0.71
16. F -0.32
17. F -0.33
18. S 2.30
19. O -0.95
20. O -0.93
21. N -1.24
22. S 2.29
23. O -0.93
24. O -0.94
25. C 0.69
26. F -0.32
27. F -0.34
28. F -0.33
29. Se -0.41
30. C 0.17
31. N -0.62
32. F -0.41
33. C 0.28
34. F -0.40
35. H 0.09


Molecular formula: C9H5GaNO4S
Method: DFT, wB97M-V/def2-TZVPD

```
! wB97M-V def2-TZVPD RIJCOSX def2/J DEFGRID3
* xyz 3 1
Ga 0.2873 -0.4520 -2.0888
O -0.2328 2.5150 -2.1246
C -0.0323 1.3732 -2.1137
C 2.0641 -1.0979 -2.1288
O 3.1419 -1.5088 -2.1287
C -1.1553 -1.6642 -2.1212
O -2.0274 -2.4179 -2.1231
C 0.2909 -0.4638 -3.9955
O 0.2917 -0.4683 -5.1502
S 0.5603 -1.7049 -0.1193
C 0.1062 -0.4162 1.0448
N -1.1075 -0.6485 1.6870
C -1.4276 0.2293 2.6987
C -0.5943 1.2410 3.0267
C 0.6112 1.4353 2.3595
C 0.9663 0.5839 1.3565
H -1.6926 -1.4118 1.4352
H -2.3732 0.0323 3.1971
H -0.8727 1.9225 3.8481
H 1.2842 2.2461 2.6347
H 1.9115 0.6759 0.8056
*
```

## Properties
HOMO = -20.7 eV
Relative energy (zero: lowest compared OMol25 entry of this formula, charge and spin) = 209.0 kJ/mol

natural (NBO) charges, unit e, in atom order:
1. Ga 0.77
2. O -0.11
3. C 0.59
4. C 0.48
5. O -0.18
6. C 0.48
7. O -0.19
8. C 0.51
9. O -0.15
10. S -0.04
11. C 0.08
12. N -0.45
13. C 0.13
14. C -0.22
15. C -0.03
16. C -0.28
17. H 0.46
18. H 0.28
19. H 0.31
20. H 0.29
21. H 0.26


Molecular formula: C9H60N2O20
Method: DFT, wB97M-V/def2-TZVPD

```
! wB97M-V def2-TZVPD RIJCOSX def2/J DEFGRID3
* xyz 0 1
N -3.1159 -3.6397 4.5440
H -3.6683 -2.9789 3.9251
H -3.0050 -4.5878 4.1926
H -3.5478 -3.7719 5.4680
H -2.1674 -3.2144 4.7304
C -7.0641 -3.0492 1.7698
C -5.8073 -3.7238 2.3482
C -5.6525 -5.1095 1.6573
C -4.9136 -4.9638 0.3220
C -3.6329 -4.1198 0.3779
C -3.8221 -2.7798 1.0347
N -4.6721 -2.8829 2.1900
O -4.6816 -1.8373 3.1140
C -4.4624 -1.7961 0.0587
C -2.4572 -2.1921 1.3642
C -6.0202 -4.1618 3.7874
H -7.9299 -3.4134 2.3292
H -7.1802 -3.0852 0.6816
H -7.1035 -1.9563 1.8757
H -6.6401 -5.5661 1.5557
H -5.0692 -5.8935 2.1604
H -5.5678 -4.4681 -0.4010
H -4.6411 -5.9434 -0.0739
H -3.4779 -3.9471 -0.6962
H -2.7376 -4.6784 0.6691
H -5.3354 -2.2118 -0.4623
H -3.8245 -1.5556 -0.8064
H -4.7310 -0.8607 0.5156
H -1.9858 -2.6741 2.2299
H -2.4937 -1.1119 1.4952
H -1.7756 -2.4033 0.5333
H -6.0924 -3.3469 4.5257
H -5.2602 -4.8380 4.1825
H -6.9895 -4.6537 3.9467
O -8.3460 -7.6610 2.5982
H -8.7022 -6.7895 2.8259
H -8.9107 -8.2858 3.0703
O -8.5358 -5.6020 -1.0034
H -8.8672 -4.7205 -1.2171
H -8.2220 -5.5252 -0.0900
O 1.1465 -2.6466 0.5227
H 1.3041 -2.3935 1.4369
H 0.5808 -1.9342 0.1715
O -4.5589 -6.1807 6.4247
H -5.2711 -6.4007 5.8032
H -3.8348 -6.7792 6.1942
O -3.6547 2.0193 1.2126
H -3.3712 2.1334 2.1344
H -4.2776 1.2886 1.2523
O -2.9708 -8.1215 1.8119
H -3.8435 -8.3117 2.1872
H -2.7048 -7.2900 2.2244
O -0.1806 -0.0478 -0.3402
H -0.0841 0.7369 -0.8956
H -1.1372 -0.2230 -0.3326
O -0.5134 -2.6604 4.9978
H 0.2574 -2.5586 4.4214
H -0.1829 -2.4904 5.8930
O -6.2743 -0.0540 -2.0798
H -6.7033 -0.7842 -2.5478
H -6.4915 -0.1976 -1.1458
O -2.3413 -2.7032 -3.4001
H -1.8153 -2.2661 -2.7145
H -2.2382 -3.6641 -3.2293
O -9.9913 -5.1587 2.9692
H -10.7969 -5.3460 2.4679
H -10.2150 -4.3744 3.5159
O -2.6723 -5.5819 -3.2476
H -1.9328 -6.1575 -3.4866
H -3.3954 -5.8567 -3.8309
O -9.6213 -5.5798 5.7641
H -9.5086 -5.6689 4.7919
H -9.3099 -4.6906 5.9751
O -6.9592 0.1162 3.5970
H -6.5760 1.0020 3.5131
H -6.1866 -0.4908 3.5687
O -3.1595 0.5940 3.6791
H -2.8153 0.2584 4.5125
H -3.6294 -0.1892 3.2617
O -8.1838 0.4188 0.8671
H -9.0639 0.0456 0.9806
H -7.7262 0.2506 1.7175
O -10.0739 -2.4505 3.9151
H -9.3489 -2.0650 4.4315
H -10.3367 -1.7498 3.3052
O -3.5254 -0.1482 -3.3364
H -3.2383 -1.0334 -3.6467
H -4.4213 -0.2896 -2.9784
O -4.3546 -8.4645 -2.1998
H -3.9493 -8.0725 -1.4140
H -4.2552 -9.4161 -2.0728
*
```

## Properties
HOMO = -6.6 eV

Mulliken charges, unit e, in atom order:
1. N 0.14
2. H -0.33
3. H 0.25
4. H 0.47
5. H 0.44
6. C -0.72
7. C 1.84
8. C -0.62
9. C -0.67
10. C -1.14
11. C 2.06
12. N 2.59
13. O -1.16
14. C -1.56
15. C -2.05
16. C -1.96
17. H 0.17
18. H 0.20
19. H -0.37
20. H -0.17
21. H 0.22
22. H 0.18
23. H 0.08
24. H 0.14
25. H 0.31
26. H 0.32
27. H 0.24
28. H -0.06
29. H 0.17
30. H 0.46
31. H 0.40
32. H 0.35
33. H 0.06
34. H 0.18
35. O -0.64
36. H 0.30
37. H 0.30
38. O -0.64
39. H 0.32
40. H 0.32
41. O -0.61
42. H 0.30
43. H 0.32
44. O -0.63
45. H 0.33
46. H 0.32
47. O -0.65
48. H 0.34
49. H 0.29
50. O -0.62
51. H 0.33
52. H 0.30
53. O -0.65
54. H 0.30
55. H 0.35
56. O -0.61
57. H 0.27
58. H 0.28
59. O -0.64
60. H 0.32
61. H 0.26
62. O -0.69
63. H 0.32
64. H 0.33
65. O -0.57
66. H 0.22
67. H 0.29
68. O -0.63
69. H 0.30
70. H 0.30
71. O -0.66
72. H 0.33
73. H 0.31
74. O -0.73
75. H 0.30
76. H 0.33
77. O -0.70
78. H 0.25
79. H 0.39
80. O -0.61
81. H 0.29
82. H 0.31
83. O -0.60
84. H 0.29
85. H 0.28
86. O -0.66
87. H 0.38
88. H 0.33
89. O -0.62
90. H 0.32
91. H 0.31


Molecular formula: C9H64CdNO24
Method: DFT, wB97M-V/def2-TZVPD

```
! wB97M-V def2-TZVPD RIJCOSX def2/J DEFGRID3
* xyz 1 1
Cd -0.6365 13.8484 4.1346
C 3.3485 14.1347 8.6336
C 3.7630 12.7909 8.0084
C 4.4773 11.8758 9.0432
C 3.6433 11.2678 10.1507
C 2.5285 10.4756 9.4350
C 1.6509 11.2694 8.3665
N 2.6306 11.9680 7.4396
O 2.0188 12.6025 6.2668
C 0.7655 12.2026 9.2154
C 0.8124 10.1243 7.6783
C 4.8682 13.1081 6.8805
H 4.1899 14.7591 8.9340
H 2.6964 14.0795 9.5053
H 2.7259 14.6479 7.9007
H 5.0304 12.5530 9.6940
H 5.1048 11.0824 8.6372
H 3.3913 12.1079 10.7978
H 4.2815 10.6476 10.7801
H 1.8502 10.1352 10.2174
H 2.9324 9.5715 8.9795
H 0.3881 12.9778 8.5486
H 1.0793 12.6868 10.1401
H -0.0133 11.5530 9.6150
H 0.3531 9.4186 8.3706
H 1.4623 9.5130 7.0523
H 0.1029 10.6378 7.0295
H 5.2402 12.1757 6.4556
H 5.7356 13.5438 7.3763
H 4.5214 13.6539 6.0031
O -0.8733 16.5049 10.3081
H -1.6957 16.6284 9.8341
H -0.9926 15.6839 10.7857
O -2.2117 7.9331 3.7853
H -1.5732 7.3501 4.1959
H -2.8130 8.1667 4.4925
O 4.8924 16.0394 1.1556
H 5.5151 15.7206 1.8090
H 5.1129 15.5572 0.3587
O 0.3435 5.4739 5.1596
H 0.7797 5.9351 4.4432
H 1.0347 5.3242 5.8047
O 7.0348 9.0995 3.8416
H 6.9509 8.2504 4.2754
H 6.1344 9.3594 3.6466
O -3.8142 13.2986 9.9814
H -3.9012 12.3478 9.9138
H -4.7143 13.6238 9.9639
O -1.2233 11.3223 3.0473
H -1.3182 10.4069 3.3106
H -1.6679 11.3760 2.2014
O 9.7686 11.3863 4.3743
H 10.4852 10.8648 4.0128
H 8.9750 10.9285 4.0972
O 4.8661 12.6238 15.8169
H 4.5432 11.9414 15.2284
H 4.6806 12.2909 16.6949
O 10.0012 11.2541 8.8977
H 9.2703 10.9866 8.3405
H 10.0708 10.5592 9.5522
O -0.2205 16.4443 5.2221
H 0.4875 17.0451 4.9898
H -0.8716 16.9965 5.6550
O 5.1009 17.8299 6.5136
H 5.3662 16.9356 6.7286
H 4.4692 17.7282 5.8016
O 3.5568 10.3276 3.5076
H 3.3783 10.7185 2.6523
H 2.9967 10.8116 4.1144
O 7.0238 7.7114 8.3669
H 6.2277 8.1181 8.7089
H 6.7144 6.9395 7.8930
O -2.6259 13.5307 6.1879
H -3.3629 12.9618 5.9657
H -2.7576 13.7442 7.1116
O 1.7971 18.8103 9.3054
H 2.6172 18.8479 9.7976
H 1.3683 18.0122 9.6140
O 6.9742 7.4027 13.0812
H 6.6001 8.0183 13.7115
H 7.6263 7.9152 12.6033
O -4.6508 10.0401 6.0149
H -4.2158 10.2389 6.8440
H -5.5661 9.8930 6.2533
O 3.0343 5.3782 7.5497
H 3.7438 5.4792 6.9152
H 3.4468 5.5389 8.3984
O -2.5217 14.3552 12.9979
H -2.7692 13.9890 12.1489
H -2.2397 13.5989 13.5125
O 1.7417 9.9090 14.4956
H 1.1343 9.1740 14.5791
H 2.6098 9.5125 14.5695
O 7.8061 14.7007 2.9634
H 8.6151 15.1594 2.7369
H 8.0773 14.0325 3.5929
O -4.0961 9.7786 9.5886
H -3.9594 9.6372 10.5253
H -4.6319 9.0361 9.3095
*
```

## Properties
HOMO = -9.8 eV
Relative energy (zero: lowest compared OMol25 entry of this formula, charge and spin) = 663.0 kJ/mol

Mulliken charges, unit e, in atom order:
1. Cd 0.67
2. C -1.72
3. C 1.58
4. C -1.26
5. C -0.76
6. C -1.43
7. C 1.65
8. N 0.68
9. O -0.45
10. C -1.84
11. C -1.96
12. C -1.85
13. H 0.45
14. H 0.29
15. H 0.40
16. H 0.41
17. H 0.47
18. H 0.34
19. H 0.42
20. H 0.52
21. H 0.49
22. H 0.44
23. H 0.31
24. H 0.50
25. H 0.39
26. H 0.48
27. H 0.41
28. H 0.46
29. H 0.41
30. H 0.37
31. O -0.57
32. H 0.29
33. H 0.31
34. O -0.64
35. H 0.33
36. H 0.31
37. O -0.65
38. H 0.32
39. H 0.32
40. O -0.62
41. H 0.31
42. H 0.31
43. O -0.60
44. H 0.29
45. H 0.32
46. O -0.62
47. H 0.32
48. H 0.30
49. O -0.55
50. H 0.30
51. H 0.29
52. O -0.64
53. H 0.31
54. H 0.32
55. O -0.62
56. H 0.29
57. H 0.33
58. O -0.62
59. H 0.30
60. H 0.31
61. O -0.52
62. H 0.28
63. H 0.29
64. O -0.61
65. H 0.30
66. H 0.30
67. O -0.61
68. H 0.31
69. H 0.31
70. O -0.60
71. H 0.31
72. H 0.29
73. O -0.55
74. H 0.29
75. H 0.28
76. O -0.62
77. H 0.31
78. H 0.29
79. O -0.63
80. H 0.31
81. H 0.32
82. O -0.62
83. H 0.32
84. H 0.31
85. O -0.59
86. H 0.31
87. H 0.30
88. O -0.62
89. H 0.32
90. H 0.31
91. O -0.62
92. H 0.31
93. H 0.31
94. O -0.62
95. H 0.31
96. H 0.32
97. O -0.58
98. H 0.30
99. H 0.29